[1]
{"formula": "C31H68ClN2O5PS", "method": "ωB97M-V with the def2-TZVPD basis set", "fmax_ev_per_a": 1.38, "total_charge": 0, "homo_lumo_gap_ha": 0.3319, "total_energy_ha": -2907.26655, "lumo_energy_ev": -0.9, "smiles": "CCC(=O)OCCP(S)(Cl)(CON=O)OC#N.CCCCCC.CCCCCC.CCCCCC.CCCCCC", "spin_multiplicity": 1, "elements": ["C", "C", "C", "O", "O", "C", "C", "P", "S", "Cl", "C", "O", "N", "O", "O", "C", "N", "H", "H", "H", "H", "H", "H", "H", "H", "H", "H", "H", "H", "C", "C", "C", "C", "C", "C", "H", "H", "H", "H", "H", "H", "H", "H", "H", "H", "H", "H", "H", "H", "C", "C", "C", "C", "C", "C", "H", "H", "H", "H", "H", "H", "H", "H", "H", "H", "H", "H", "H", "H", "C", "C", "C", "C", "C", "C", "H", "H", "H", "H", "H", "H", "H", "H", "H", "H", "H", "H", "H", "H", "C", "C", "C", "C", "C", "C", "H", "H", "H", "H", "H", "H", "H", "H", "H", "H", "H", "H", "H", "H"], "coordinates": [[2.720, -5.444, 3.005], [1.632, -4.428, 2.639], [0.769, -4.898, 1.491], [1.092, -5.769, 0.746], [-0.463, -4.279, 1.290], [-1.430, -5.000, 2.084], [-2.566, -4.038, 2.398], [-4.136, -4.813, 2.974], [-3.169, -6.173, 4.408], [-5.350, -3.494, 1.765], [-5.025, -6.256, 2.144], [-6.386, -6.254, 2.563], [-6.741, -7.504, 3.190], [-6.381, -7.554, 4.286], [-4.905, -4.057, 4.320], [-4.047, -3.739, 5.257], [-3.292, -3.198, 5.934], [3.484, -4.988, 3.636], [3.208, -5.851, 2.120], [2.290, -6.261, 3.587], [0.988, -4.329, 3.520], [2.071, -3.451, 2.430], [-0.910, -5.355, 2.977], [-1.724, -5.880, 1.499], [-2.803, -3.495, 1.481], [-2.216, -3.297, 3.123], [-2.501, -7.036, 3.610], [-4.528, -7.170, 2.458], [-4.994, -6.127, 1.060], [-3.758, 0.447, -2.192], [-2.247, 0.641, -2.107], [-1.477, -0.663, -1.911], [-1.788, -1.415, -0.617], [-1.555, -0.624, 0.668], [-0.101, -0.213, 0.871], [-4.164, 0.032, -1.268], [-4.256, 1.401, -2.370], [-4.018, -0.225, -3.013], [-2.011, 1.349, -1.307], [-1.905, 1.107, -3.036], [-0.405, -0.450, -1.959], [-1.688, -1.328, -2.755], [-1.175, -2.322, -0.588], [-2.828, -1.756, -0.637], [-1.860, -1.248, 1.514], [-2.196, 0.262, 0.694], [0.552, -1.089, 0.889], [0.012, 0.313, 1.821], [0.243, 0.457, 0.081], [3.466, 2.675, 5.745], [2.020, 3.153, 5.659], [1.136, 2.624, 6.788], [0.983, 1.102, 6.831], [0.428, 0.473, 5.554], [-0.984, 0.939, 5.212], [3.537, 1.590, 5.656], [4.060, 3.110, 4.940], [3.918, 2.971, 6.694], [1.599, 2.882, 4.687], [2.012, 4.246, 5.700], [0.148, 3.087, 6.709], [1.547, 2.957, 7.746], [0.328, 0.844, 7.668], [1.951, 0.645, 7.057], [0.412, -0.613, 5.686], [1.096, 0.671, 4.710], [-1.676, 0.713, 6.026], [-1.343, 0.429, 4.316], [-1.019, 2.012, 5.018], [1.455, -0.803, -4.999], [2.876, -1.014, -4.486], [3.088, -0.503, -3.061], [2.888, 1.002, -2.872], [3.771, 1.887, -3.750], [5.262, 1.713, -3.480], [1.200, 0.258, -5.053], [1.347, -1.219, -6.002], [0.733, -1.298, -4.347], [3.589, -0.546, -5.170], [3.096, -2.085, -4.502], [4.095, -0.779, -2.735], [2.401, -1.030, -2.390], [3.074, 1.246, -1.821], [1.839, 1.256, -3.057], [3.502, 2.931, -3.563], [3.564, 1.702, -4.808], [5.497, 1.932, -2.436], [5.844, 2.393, -4.104], [5.597, 0.698, -3.701], [1.795, 7.016, -6.458], [0.365, 7.031, -5.927], [0.229, 6.419, -4.534], [0.607, 4.940, -4.437], [-0.174, 4.009, -5.363], [-1.672, 3.987, -5.075], [2.171, 5.998, -6.574], [1.843, 7.496, -7.437], [2.466, 7.555, -5.786], [-0.296, 6.522, -6.633], [0.021, 8.068, -5.882], [-0.800, 6.555, -4.187], [0.856, 6.982, -3.835], [0.463, 4.613, -3.402], [1.675, 4.823, -4.642], [0.219, 2.995, -5.241], [-0.003, 4.280, -6.409], [-1.863, 3.679, -4.044], [-2.174, 3.279, -5.737], [-2.128, 4.965, -5.232]], "mulliken_charge": [-1.23, -0.05, 0.48, -0.54, -0.24, -0.96, 0.23, 0.79, -0.38, -0.38, -0.70, -0.21, 0.18, -0.17, -0.42, 0.52, -0.47, 0.39, 0.29, 0.29, 0.25, 0.34, 0.56, 0.23, -0.21, 0.31, 0.15, 0.50, 0.43, -1.39, -0.40, -0.16, -0.68, 0.13, -1.02, 0.29, 0.41, 0.32, 0.29, 0.30, -0.29, 0.54, 0.17, 0.41, -0.09, 0.44, 0.19, 0.22, 0.28, -1.20, -0.28, -0.70, -0.84, -0.21, -1.07, 0.28, 0.38, 0.30, 0.20, 0.36, 0.29, 0.39, 0.38, 0.32, 0.38, 0.18, 0.36, 0.20, 0.31, -0.60, -0.55, -0.73, -0.21, -0.27, -1.47, -0.09, 0.43, 0.15, 0.27, 0.38, 0.37, 0.30, 0.42, 0.03, 0.25, 0.30, 0.31, 0.41, 0.32, -1.18, -0.39, -0.86, -0.38, 0.14, -1.27, 0.27, 0.38, 0.29, 0.24, 0.38, 0.33, 0.38, 0.38, 0.16, -0.16, 0.28, 0.24, 0.40, 0.37]}

=====

[2]
{"formula": "C12H13ClGdO2", "method": "ωB97M-V with the def2-TZVPD basis set", "s2": 16.104, "fmax_ev_per_a": 2.29, "relative_energy_kcal_mol": 0.0, "total_charge": -1, "homo_lumo_gap_ha": [0.2226, 0.0986], "total_energy_ha": -1841.48670, "lumo_energy_ev": [2.6, 0.1], "spin_multiplicity": 8, "elements": ["C", "C", "C", "H", "C", "C", "H", "H", "H", "H", "Gd", "Cl", "C", "C", "C", "H", "C", "C", "H", "H", "H", "H", "C", "C", "O", "O", "H", "H", "H"], "coordinates": [[-1.203, 1.097, -1.541], [0.072, 0.777, -2.113], [1.066, 1.546, -1.421], [0.245, 0.118, -2.961], [0.409, 2.329, -0.423], [-0.990, 2.039, -0.489], [-1.771, 2.494, 0.118], [-2.162, 0.683, -1.837], [2.129, 1.559, -1.639], [0.885, 3.050, 0.240], [0.030, -0.086, 0.350], [-1.988, -1.566, 0.459], [4.240, -3.263, 0.299], [5.018, -2.097, 0.592], [5.427, -1.514, -0.650], [5.278, -1.733, 1.584], [4.901, -2.319, -1.711], [4.167, -3.400, -1.124], [3.666, -4.199, -1.667], [3.806, -3.942, 1.030], [6.049, -0.629, -0.769], [5.052, -2.151, -2.776], [0.767, 1.176, 4.336], [0.586, 0.801, 2.907], [-0.457, 1.185, 2.269], [1.464, 0.063, 2.310], [-0.100, 1.748, 4.680], [1.697, 1.740, 4.432], [0.888, 0.247, 4.895]], "mulliken_charge": [-0.46, -0.48, -0.61, 0.40, -0.35, -0.42, 0.35, 0.42, 0.41, 0.44, 1.02, -0.61, -0.52, -0.52, -0.48, 0.36, -0.48, -0.55, 0.37, 0.39, 0.37, 0.38, -1.03, 1.07, -0.59, -0.72, 0.27, 0.29, 0.29]}

=====

[3]
{"formula": "C39H34Cl12F2O8", "method": "ωB97M-V with the def2-TZVPD basis set", "fmax_ev_per_a": 1.90, "relative_energy_kcal_mol": 0.0, "total_charge": 0, "homo_lumo_gap_ha": 0.2871, "total_energy_ha": -7830.41650, "lumo_energy_ev": 0.0, "smiles": "ClC(Cl)(Cl)Cl.ClC(Cl)(Cl)Cl.ClC(Cl)(Cl)Cl.Oc1ccc(O)cc1.Oc1ccc(O)cc1.Oc1ccc(O)cc1.Oc1ccc(O)cc1.Fc1ccccc1.Fc1ccccc1", "spin_multiplicity": 1, "elements": ["F", "C", "C", "C", "C", "C", "C", "H", "H", "H", "H", "H", "F", "C", "C", "C", "C", "C", "C", "H", "H", "H", "H", "H", "C", "C", "C", "C", "C", "C", "O", "O", "H", "H", "H", "H", "H", "H", "C", "C", "C", "C", "C", "C", "O", "O", "H", "H", "H", "H", "H", "H", "C", "C", "C", "C", "C", "C", "O", "O", "H", "H", "H", "H", "H", "H", "C", "C", "C", "C", "C", "C", "O", "O", "H", "H", "H", "H", "H", "H", "C", "Cl", "Cl", "Cl", "Cl", "C", "Cl", "Cl", "Cl", "Cl", "C", "Cl", "Cl", "Cl", "Cl"], "coordinates": [[5.764, -5.624, 0.423], [5.375, -4.530, -0.266], [4.369, -3.766, 0.283], [3.951, -2.623, -0.383], [4.601, -2.239, -1.541], [5.659, -2.992, -2.024], [6.078, -4.150, -1.382], [3.891, -4.118, 1.184], [3.096, -2.080, -0.015], [4.369, -1.312, -2.053], [6.230, -2.685, -2.892], [6.890, -4.729, -1.797], [5.246, -1.641, 3.911], [4.862, -0.446, 3.445], [5.581, 0.683, 3.802], [5.125, 1.956, 3.486], [3.940, 2.082, 2.785], [3.199, 0.957, 2.453], [3.648, -0.304, 2.814], [6.427, 0.609, 4.478], [5.766, 2.778, 3.770], [3.601, 3.066, 2.481], [2.323, 1.127, 1.838], [3.073, -1.164, 2.490], [-1.942, 5.395, -1.243], [-1.592, 4.068, -1.016], [-0.318, 3.806, -0.503], [0.623, 4.820, -0.432], [0.294, 6.116, -0.800], [-1.022, 6.426, -1.145], [-1.363, 7.735, -1.384], [0.020, 2.545, -0.098], [-2.882, 5.590, -1.759], [-2.285, 3.282, -1.287], [1.608, 4.646, -0.015], [1.055, 6.882, -0.720], [-2.283, 7.835, -1.119], [-0.591, 1.853, -0.405], [0.233, -0.950, 2.100], [-0.621, -0.028, 1.488], [-1.149, -0.317, 0.236], [-1.166, -1.657, -0.145], [-0.442, -2.630, 0.536], [0.296, -2.266, 1.666], [1.111, -3.166, 2.244], [-1.837, 0.639, -0.499], [0.696, -0.721, 3.056], [-0.580, 0.965, 1.919], [-1.797, -1.958, -0.978], [-0.598, -3.666, 0.259], [1.491, -2.861, 3.075], [-2.716, 0.900, -0.126], [0.298, 2.471, -5.060], [-0.402, 1.872, -4.044], [-1.601, 1.194, -4.300], [-2.093, 1.074, -5.584], [-1.361, 1.657, -6.613], [-0.215, 2.380, -6.352], [0.605, 2.851, -7.365], [-2.272, 0.570, -3.290], [1.177, 3.066, -4.862], [-0.064, 1.798, -3.013], [-2.843, 0.312, -5.750], [-1.662, 1.452, -7.636], [0.356, 2.426, -8.191], [-1.759, 0.594, -2.467], [-7.507, 0.693, 1.640], [-6.438, 1.404, 1.118], [-5.186, 0.828, 1.074], [-4.972, -0.443, 1.602], [-6.035, -1.116, 2.180], [-7.308, -0.560, 2.196], [-8.338, -1.184, 2.857], [-4.043, 1.528, 0.731], [-8.487, 1.152, 1.686], [-6.489, 2.371, 0.627], [-3.979, -0.874, 1.650], [-5.800, -2.081, 2.616], [-8.280, -2.141, 2.796], [-4.125, 2.482, 0.626], [1.783, -5.881, -2.947], [1.004, -4.649, -1.975], [3.312, -5.362, -3.676], [2.073, -7.338, -1.995], [0.686, -6.317, -4.274], [-0.182, -6.739, 2.973], [-0.943, -8.077, 3.816], [1.407, -7.217, 2.345], [-1.194, -6.297, 1.581], [0.024, -5.370, 4.040], [-0.898, 3.060, 4.163], [-0.544, 4.155, 5.541], [-0.694, 1.419, 4.808], [-2.550, 3.291, 3.641], [0.232, 3.409, 2.890]], "mulliken_charge": [-0.34, 0.31, -0.41, -0.07, -0.84, -0.28, -0.63, 0.51, 0.51, 0.44, 0.38, 0.44, -0.30, 0.03, -0.41, -0.60, -0.48, -0.19, 0.32, 0.39, 0.38, 0.38, 0.35, 0.17, -0.76, -0.16, -0.02, -0.34, -0.58, 0.51, -0.57, -0.30, 0.34, 0.58, 0.47, 0.40, 0.31, -0.04, -0.13, 0.38, -0.18, -0.88, -0.33, -0.18, -0.54, 0.64, 0.60, -0.54, 0.53, 0.67, 0.36, -0.06, -0.81, -0.27, 0.65, -0.66, -0.53, 0.73, -0.54, -0.52, 0.43, 0.32, 0.36, 0.28, 0.29, 0.24, -0.56, -0.59, 0.19, -0.38, -0.48, 0.53, -0.56, -0.17, 0.39, 0.35, 0.43, 0.34, 0.31, 0.10, 0.24, 0.07, -0.08, -0.10, -0.12, 0.34, -0.10, -0.09, -0.11, -0.09, 0.27, -0.13, -0.12, -0.09, 0.02]}